(1)
# C5H13NO3

A cluster of 3 separate species, C5H13NO3 in total at a distorted geometry (ωB97M-V with the def2-TZVPD basis set, the OMol25 dataset).

Atoms and positions in Å:
O1 1.54304 1.53783 -1.55702
C1 0.45021 1.02950 -1.62317
C2 -0.58103 1.15081 -0.55606
C3 -0.40047 0.09221 0.54095
C4 -1.69658 -0.75382 0.58964
C5 -2.46174 -0.33471 -0.67673
N1 -1.92892 0.97150 -1.09060
H1 0.19120 0.42920 -2.51250
H2 -0.54446 2.12574 -0.12515
H3 0.49782 -0.53864 0.45108
H4 -0.12007 0.46531 1.50463
H5 -1.26723 -1.76688 0.64827
H6 -2.27090 -0.58951 1.50857
H7 -3.49658 -0.21562 -0.46734
H8 -2.29284 -1.09473 -1.44847
H9 -2.48784 1.67622 -0.67466
O2 2.33852 -2.28255 1.24371
H10 3.02424 -2.54476 1.85957
H11 2.51214 -1.37278 0.94127
O3 3.00107 0.29369 0.44143
H12 2.87378 0.95329 -0.27231
H13 3.11662 0.76871 1.27488

The value obtained for the energy relative to the best compared isomer or geometry (same formula, charge and spin) is 144.4 kJ/mol. As for the charge: 0. Its spin multiplicity is 1. As for the HOMO-LUMO gap: 0.3745 hartree. The SMILES is O=C[C@@H]1CCCN1.O.O.

***

(2)
# C3H3NO

An isolated molecule of C3H3NO at a distorted geometry (ωB97M-V with the def2-TZVPD basis set, the OMol25 dataset).

Atoms and positions in Å:
C1 -0.46547 0.18859 0.02481
C2 0.77091 -0.03885 -0.42460
N1 1.59740 0.63057 -1.27520
C3 2.64268 0.79532 -1.82483
O1 3.59943 1.06012 -2.44716
H1 -0.79578 -0.42008 0.77279
H2 -1.11156 0.90333 -0.31066
H3 1.47506 -0.75721 0.11568

The value obtained for the energy relative to the best compared isomer or geometry (same formula, charge and spin) is 56.5 kJ/mol. As for the charge: 0. Its spin multiplicity is 1. As for the HOMO-LUMO gap: 0.3748 hartree. The SMILES is C=CN=C=O.

***

(3)
# C14H19F3In

A structure of composition C14H19F3In at a distorted geometry (ωB97M-V with the def2-TZVPD basis set, the OMol25 dataset).

Atoms and positions in Å:
C1 4.91713 -0.50506 0.49566
C2 3.51470 -0.66496 -0.09052
C3 2.47681 -0.03575 0.56303
C4 1.19379 -0.16170 0.08669
C5 0.90131 -0.92032 -1.02939
C6 -0.52907 -1.08637 -1.52975
In1 -2.08293 -0.88259 0.11629
C7 -1.26779 -1.35884 2.16062
C8 -3.79931 -2.33211 -0.18362
C9 -2.92003 1.19362 -0.05835
C10 -2.02375 2.32041 0.51702
C11 -1.25294 3.11223 -0.49699
F1 -1.65097 3.19595 -1.78933
C12 -0.16671 3.82263 -0.10788
F2 0.92389 3.31001 0.44552
F3 -0.08726 5.16059 -0.21230
C13 1.95460 -1.52628 -1.67752
C14 3.24825 -1.39250 -1.21815
H1 4.95176 0.49695 0.93280
H2 5.70032 -0.64708 -0.24849
H3 5.00030 -1.19947 1.33878
H4 2.66756 0.56088 1.45092
H5 0.41551 0.36226 0.63150
H6 -0.60058 -2.09413 -1.95535
H7 -0.67461 -0.31713 -2.29847
H8 -0.71035 -2.29936 2.07173
H9 -0.60992 -0.58833 2.57001
H10 -2.13456 -1.56363 2.79842
H11 -3.52435 -3.24650 0.35598
H12 -4.01643 -2.52489 -1.23509
H13 -4.64657 -1.90483 0.36489
H14 -3.04874 1.39420 -1.12759
H15 -3.90983 1.24627 0.40718
H16 -2.69168 3.06465 0.98627
H17 -1.33739 1.99853 1.31257
H18 1.77026 -2.11118 -2.57381
H19 4.04958 -1.87613 -1.77325

As for the charge: -1. Its spin multiplicity is 1. As for the HOMO-LUMO gap: 0.2680 hartree.

***

(4)
# C30H83N7O9

A cluster of 8 separate species, C30H83N7O9 in total at a distorted geometry (ωB97M-V with the def2-TZVPD basis set, the OMol25 dataset).

Atoms and positions in Å:
C1 4.48453 -2.83953 1.88897
O1 3.53253 -1.99953 1.26497
C2 3.65253 -1.91853 -0.16903
C3 4.68453 -0.92953 -0.62803
C4 4.69453 0.42047 0.06097
N1 4.61853 -0.70553 -2.04703
H1 4.26353 -3.24053 2.86097
H2 5.52153 -2.40753 2.00697
H3 4.63253 -3.79053 1.31397
H4 3.89653 -2.88253 -0.59903
H5 2.63453 -1.73753 -0.51203
H6 5.64253 -1.46753 -0.46903
H7 3.77753 0.95947 -0.16603
H8 5.53853 1.02247 -0.29503
H9 4.67853 0.31647 1.14297
H10 4.15853 0.17147 -2.26303
H11 3.93553 -1.37753 -2.41203
C5 1.51353 0.15647 -2.39303
O2 0.11853 0.49447 -2.20603
C6 -0.63247 -0.18053 -3.20803
C7 -2.08647 0.31247 -3.25303
C8 -2.05547 1.62547 -3.98003
N2 -2.47647 0.62847 -1.93403
H12 1.77353 -0.91653 -2.40103
H13 2.05253 0.62247 -1.53103
H14 1.92453 0.65147 -3.28603
H15 -0.19847 -0.16153 -4.20803
H16 -0.62547 -1.26053 -3.02803
H17 -2.66747 -0.48253 -3.65803
H18 -3.01047 2.08247 -4.02503
H19 -1.64747 1.56047 -4.95503
H20 -1.63847 2.39147 -3.33703
H21 -3.19147 1.41447 -2.01303
H22 -1.64547 1.04647 -1.49003
C9 1.02353 -0.81853 3.17497
O3 0.45653 0.03947 2.24597
C10 1.35153 0.51947 1.29097
C11 0.82353 1.81947 0.67497
C12 0.72153 2.85047 1.77897
N3 -0.46947 1.51347 0.18397
H23 1.94753 -0.38453 3.56297
H24 1.26653 -1.67853 2.59097
H25 0.44553 -1.11253 4.03197
H26 2.32453 0.80547 1.68897
H27 1.40853 -0.21253 0.44997
H28 1.46553 2.17247 -0.10203
H29 1.66153 3.05647 2.28497
H30 -0.03147 2.58147 2.45497
H31 0.52353 3.81747 1.39097
H32 -0.90147 0.88847 0.88897
H33 -0.24447 0.75547 -0.50203
C13 2.06353 6.30147 -2.07103
O4 3.36053 6.16447 -2.67503
C14 3.57053 4.80247 -3.19703
C15 3.58253 3.69847 -2.12703
C16 4.70453 3.90247 -1.08503
N4 3.70453 2.34947 -2.67403
H34 1.96353 5.81647 -1.13003
H35 1.25153 5.89947 -2.62803
H36 1.79853 7.33547 -1.74103
H37 2.89353 4.58947 -3.98103
H38 4.49253 4.90047 -3.72403
H39 2.66053 3.62347 -1.60103
H40 4.57953 4.88647 -0.49503
H41 5.74053 3.98447 -1.46903
H42 4.69453 3.08747 -0.29603
H43 4.56553 2.18347 -3.12603
H44 2.98553 2.21547 -3.40403
C17 -1.67147 -6.48853 1.55097
O5 -1.11247 -5.99253 2.74497
C18 -1.14547 -4.58353 2.69997
C19 -0.44547 -4.09053 3.97097
C20 1.08853 -4.44653 3.97297
N5 -0.97047 -4.86653 5.06097
H45 -1.11347 -6.06153 0.75297
H46 -2.72747 -6.12753 1.37497
H47 -1.76347 -7.62953 1.51197
H48 -0.64347 -4.08753 1.84997
H49 -2.19647 -4.21753 2.76997
H50 -0.59447 -3.01653 4.17797
H51 1.33553 -5.46653 3.80997
H52 1.57753 -4.17153 4.87397
H53 1.64353 -3.91853 3.23797
H54 -0.78947 -5.80353 4.85097
H55 -1.93947 -4.64853 5.16897
C21 -0.28747 -2.18353 -0.19803
O6 -0.95347 -3.40653 -0.53803
C22 -2.36147 -3.40053 -0.33603
C23 -3.14447 -2.76653 -1.44103
C24 -4.55647 -3.21653 -1.39803
N6 -2.48447 -3.23453 -2.71403
H56 0.70953 -2.08053 -0.60703
H57 -0.34547 -2.05253 0.84197
H58 -0.91847 -1.36753 -0.64703
H59 -2.71147 -4.44253 -0.15203
H60 -2.49447 -2.80853 0.52797
H61 -3.06347 -1.67153 -1.32103
H62 -4.97647 -2.70653 -0.50203
H63 -4.73347 -4.28853 -1.23403
H64 -5.06947 -2.84153 -2.29803
H65 -2.65847 -4.21053 -2.80303
H66 -1.48647 -3.28453 -2.53103
C25 -2.56747 -1.13953 3.25297
O7 -3.61347 -1.02653 2.29897
C26 -3.36447 -0.21653 1.16897
C27 -3.75947 1.24347 1.54297
C28 -5.12147 1.39247 2.15697
N7 -3.85347 1.90947 0.27297
H67 -2.79147 -1.86753 3.99197
H68 -2.34247 -0.21853 3.74497
H69 -1.65947 -1.41653 2.77297
H70 -2.34247 -0.42753 0.77897
H71 -4.03047 -0.68453 0.45597
H72 -2.96547 1.72547 2.16697
H73 -5.09247 0.78747 3.08097
H74 -5.93747 1.08247 1.60297
H75 -5.33147 2.35847 2.44497
H76 -4.63847 1.51847 -0.25803
H77 -3.09547 1.57847 -0.30103
O8 -0.31147 3.85647 -1.34703
C29 -1.31947 4.86047 -1.55903
C30 -1.91847 5.18947 -0.17203
O9 -2.76147 6.09647 -0.31703
H78 -0.58647 3.07547 -0.86703
H79 -0.89547 5.76747 -2.11603
H80 -2.08747 4.41347 -2.13703
H81 -1.14647 5.46847 0.51397
H82 -2.40747 4.28047 0.18497
H83 -3.29447 6.04047 -1.12803

The value obtained for the energy relative to the best compared isomer or geometry (same formula, charge and spin) is 512.3 kJ/mol. As for the charge: 0. Its spin multiplicity is 1. As for the HOMO-LUMO gap: 0.3392 hartree. The SMILES is COC[C@H](C)N.COC[C@H](C)N.COC[C@H](C)N.COC[C@H](C)N.COC[C@H](C)N.COC[C@H](C)N.COC[C@H](C)N.OCCO.